ORCA calculation (ωB97M-V/def2-TZVPD) on a gas-phase ion, C4H14NOSi (charge +1) at a distorted geometry.

Each atom is followed by the atoms it is bonded to, with distances in Å.
Geometry (Å):
1 C 2.637 -0.635 -0.696  O2 1.445, H8 1.106, H9 1.084, H10 1.127
2 O 1.660 -0.472 0.357  C1 1.445, C3 1.723
3 C 0.375 0.642 0.079  O2 1.723, N4 1.544, C5 1.467, H11 1.131
4 N 0.260 1.112 1.546  C3 1.544, H12 1.010, H13 1.077, H14 0.955
5 C -0.737 -0.098 -0.527  C3 1.467, C6 1.454, Si7 1.982, H15 1.033
6 C -1.671 0.851 -1.113  C5 1.454, H16 1.155, H17 1.002, H18 1.140
7 Si -1.536 -1.465 0.666  C5 1.982, H19 1.405, H20 1.404, H21 1.386
8 H 3.506 0.024 -0.511  C1 1.106
9 H 2.287 -0.654 -1.721  C1 1.084
10 H 2.972 -1.711 -0.685  C1 1.127
11 H 0.832 1.478 -0.531  C3 1.131
12 H -0.430 0.618 2.093  N4 1.010
13 H 1.263 0.760 1.718  N4 1.077
14 H 0.243 2.064 1.626  N4 0.955
15 H -0.380 -0.642 -1.329  C5 1.033
16 H -2.183 1.566 -0.363  C6 1.155
17 H -1.221 1.415 -1.808  C6 1.002
18 H -2.622 0.388 -1.538  C6 1.140
19 H -2.647 -1.817 -0.119  Si7 1.405
20 H -1.679 -0.757 1.871  Si7 1.404
21 H -0.928 -2.668 0.987  Si7 1.386

Computed properties:
Gap between HOMO and LUMO, eV: 11.391
ΔE to the lowest compared entry with this formula, charge and spin, kJ/mol: 398.6
SMILES string: CO[C@H]([NH3+])[C@H](C)[SiH3]
Molar mass, Da: 120.25
E, eV: -15780.315
E_HOMO, Ha: -0.5393
Charge: +1